Formula: C39H34ClN3ReSSi2
Source: the OMol25 dataset
Level of theory: the ωB97M-V functional and the def2-TZVPD basis

XYZ file:
```
81
Properties=species:S:1:pos:R:3
C -1.8552 -1.4742 0.5629
C -2.5990 -0.6211 -0.3313
C -2.6561 -1.2724 -1.6159
H -3.1084 0.2998 -0.0674
C -1.9670 -2.5348 -1.5020
C -1.4903 -2.6636 -0.1514
H -0.9996 -3.5367 0.2582
H -1.7152 -1.3155 1.6302
H -3.1589 -0.9045 -2.5021
H -1.9005 -3.2980 -2.2641
Re -0.6392 -0.9447 -1.1042
Si 2.7274 2.0794 -3.3386
C 1.4349 3.4162 -3.5935
C 1.4871 4.1659 -4.7773
H 2.3711 4.0847 -5.4161
C 0.4122 4.9862 -5.1365
H 0.4399 5.5338 -6.0817
C -0.7086 5.0739 -4.3029
H -1.5559 5.6996 -4.5931
C -0.7371 4.3772 -3.0892
H -1.5995 4.4601 -2.4229
C 0.3517 3.5781 -2.7136
H 0.3293 3.0440 -1.7596
C 1.7448 0.4713 -3.6255
C 0.3557 0.4899 -3.9049
H -0.1036 1.4571 -4.1200
C -0.5071 -0.6566 -3.7914
H -1.5893 -0.5600 -3.8695
C 0.1621 -1.9510 -3.6574
H -0.3694 -2.8986 -3.5600
C 1.5767 -1.9142 -3.9362
H 2.0815 -2.8476 -4.1659
C 2.3584 -0.7628 -3.6896
H 3.4370 -0.8676 -3.5569
H -0.8556 0.6306 -1.6292
Si 0.4984 -1.0856 -5.3067
C 0.7238 -2.3351 -6.7905
C -0.2469 -2.4001 -7.7990
H -1.1548 -1.8040 -7.6987
C -0.0804 -3.1983 -8.9365
H -0.8404 -3.1994 -9.7232
C 1.0579 -4.0095 -9.0516
H 1.1827 -4.6617 -9.9220
C 2.0249 -3.9849 -8.0339
H 2.9184 -4.6154 -8.1019
C 1.8531 -3.1563 -6.9119
H 2.6151 -3.1570 -6.1304
C 0.1426 0.3881 -6.5223
C -1.1672 0.8472 -6.6226
H -1.9757 0.3470 -6.0814
C -1.4615 1.9371 -7.4452
H -2.4926 2.2816 -7.5332
C -0.4362 2.5828 -8.1503
H -0.6600 3.4353 -8.7961
C 0.8864 2.1466 -8.0006
H 1.6999 2.6648 -8.5162
C 1.1725 1.0397 -7.1885
H 2.2035 0.6849 -7.0937
H 3.9141 2.3709 -4.0654
Cl 3.3809 2.1229 -1.3702
N 2.4011 0.7459 1.4215
C 1.4214 1.6416 1.8559
C 1.4499 2.5957 2.8613
C 0.2407 3.2473 3.1656
C -0.9302 2.9628 2.4392
C -0.9306 2.0162 1.4017
C 0.2549 1.3224 1.1551
N 0.5586 0.2445 0.3093
C 1.8467 -0.0828 0.4946
C 2.3932 -1.1911 -0.2332
C 3.6847 -1.6602 -0.3701
S 3.7104 -3.0411 -1.4223
C 1.9936 -2.9424 -1.5848
N 1.4522 -1.8804 -0.9803
H 3.3838 0.7608 1.6834
H 2.3893 2.7992 3.3751
H 0.2013 3.9844 3.9719
H -1.8544 3.4864 2.6903
H -1.8137 1.8024 0.7939
H 4.5432 -1.2080 0.1052
H 1.4210 -3.7254 -2.0770
```

Calculated values
LUMO (alpha / beta)   -6.6 / -7.0 eV
Highest occupied orbital energy (alpha / beta)   -0.4465 / -0.4953 Eh
Expectation value of S²   3.778
Total charge   +2
Multiplicity   4
HOMO-LUMO gap (alpha / beta)   5.5343 / 6.4596 eV
Energy above the lowest of the compared OMol25 structures with the same formula, charge and spin   0.0 kJ/mol



Formula: C39H34ClN3SSi2Sn
Source: the OMol25 dataset
Level of theory: the ωB97M-V functional and the def2-TZVPD basis

XYZ file:
```
81
Properties=species:S:1:pos:R:3
C 5.2703 0.5494 2.4185
C 5.1301 0.2889 1.0260
C 4.5687 1.4436 0.4099
H 5.3817 -0.6452 0.5326
C 4.3560 2.4288 1.4332
C 4.7498 1.8559 2.6766
H 4.6863 2.3414 3.6580
H 5.7210 -0.1270 3.1572
H 4.3285 1.5620 -0.6446
H 3.9788 3.4396 1.2710
Sn 1.5329 0.0179 0.6292
Si -1.1447 0.6940 -3.3355
C -2.2718 -0.6838 -3.9035
C -3.6243 -0.5064 -3.5898
H -3.9730 0.4076 -3.0778
C -4.5777 -1.4878 -3.8626
H -5.6172 -1.3035 -3.5700
C -4.2028 -2.6848 -4.4583
H -4.9374 -3.4848 -4.5892
C -2.8584 -2.8632 -4.8249
H -2.5621 -3.7997 -5.3280
C -1.8889 -1.8893 -4.5327
H -0.8321 -2.0664 -4.7390
C -2.1787 2.0777 -4.1162
C -2.8101 1.9496 -5.3850
H -2.5178 1.1654 -6.0896
C -3.8975 2.7677 -5.7385
H -4.4500 2.5986 -6.6731
C -4.3003 3.7895 -4.8652
H -5.1877 4.3992 -5.1069
C -3.5413 4.0534 -3.7187
H -3.8076 4.8735 -3.0523
C -2.4583 3.2268 -3.3744
H -1.8328 3.4618 -2.5062
H 0.1014 0.7289 -4.1625
Si -3.5543 0.3051 -0.4372
C -2.2851 1.6044 -0.0279
C -1.1494 1.6214 -0.8349
H -0.9548 0.7715 -1.6502
C -0.0726 2.4740 -0.6947
H 0.7753 2.3660 -1.3837
C -0.1281 3.4739 0.2857
H 0.6407 4.2639 0.3043
C -1.2276 3.4626 1.1565
H -1.2284 4.1870 1.9726
C -2.3057 2.5645 1.0118
H -3.1610 2.6050 1.6768
C -2.6562 -1.3730 -0.5757
C -1.2727 -1.4437 -0.5996
H -0.7078 -0.5802 -0.2143
C -0.5756 -2.5512 -1.0678
H 0.5180 -2.5230 -1.1945
C -1.2761 -3.7203 -1.3369
H -0.7761 -4.6090 -1.7233
C -2.6523 -3.7380 -1.1447
H -3.2215 -4.6474 -1.2893
C -3.3406 -2.5924 -0.7761
H -4.4147 -2.6153 -0.6419
H -4.0890 0.2051 0.8179
Cl 0.0709 -1.1534 2.2178
N 2.7728 -1.0586 5.3714
C 3.5133 -2.2175 5.1917
C 3.9374 -3.1363 6.1368
C 4.4709 -4.3291 5.6356
C 4.6186 -4.5161 4.2428
C 4.2024 -3.5658 3.3001
C 3.5713 -2.4129 3.7801
N 2.9005 -1.3766 3.1518
C 2.4118 -0.5807 4.1509
C 1.7861 0.7084 4.0425
C 1.7576 1.6052 5.0780
S 1.6007 3.2124 4.4619
C 1.5263 2.5837 2.8755
N 1.5208 1.2574 2.7748
H 2.6772 -0.5421 6.2392
H 3.8573 -2.9190 7.1898
H 4.8145 -5.1061 6.3158
H 5.0960 -5.4232 3.8823
H 4.2668 -3.6499 2.2169
H 1.8290 1.3053 6.1273
H 1.5802 3.2243 2.0165
```

Calculated values
LUMO (alpha / beta)   -7.4 / -7.4 eV
Highest occupied orbital energy (alpha / beta)   -0.4630 / -0.4630 Eh
Total charge   +2
Multiplicity   1
HOMO-LUMO gap (alpha / beta)   5.2343 / 5.2477 eV
Energy above the lowest of the compared OMol25 structures with the same formula, charge and spin   574.3 kJ/mol